An isolated molecule of CH2FPS2. Source: the OMol25 dataset; level of theory: ωB97M-V/def2-TZVPD.

The geometry in XYZ format:
```
7
Properties=species:S:1:pos:R:3:forces:R:3
F -1.21188 -2.44807 1.61075 0.0 -0.1 0.1
C -0.13455 -3.04441 1.07118 0.1 -0.3 0.0
S 0.29535 -4.54083 1.47256 -0.1 0.3 -0.1
S 0.70828 -2.00184 -0.03701 0.0 -0.3 0.1
P -0.66134 -0.37027 -0.12231 -0.4 -0.1 0.0
H 0.11209 0.23449 -1.11020 0.2 0.2 -0.4
H -0.04653 0.36859 0.89371 0.1 0.3 0.3
```
Positions in Å, forces in eV/Å.

The HOMO-LUMO gap comes out at 9.21 eV. The value obtained for the HOMO energy is -0.345 Eh. As for the energy relative to the best compared isomer or geometry (same formula, charge and spin): 0.000 eV. The value obtained for the LUMO energy is -0.17 eV.

So, what does the Löwdin scheme give us? The charges, in e, come out as: atom 1 (F): -0.121, atom 2 (C): -1.329, atom 3 (S): 0.687, atom 4 (S): 0.531, atom 5 (P): 0.533, atom 6 (H): -0.157, atom 7 (H): -0.144

A structure of composition C44H53BBeF4N7O3 at a distorted geometry. Source: the OMol25 dataset; level of theory: ωB97M-V/def2-TZVPD.

The geometry in XYZ format:
```
113
Properties=species:S:1:pos:R:3:forces:R:3
Be -6.47337 4.17860 -12.83931 0.2 2.5 -0.6
B -7.13411 7.05335 -14.19171 -0.5 0.2 -0.3
F -7.20617 8.34738 -13.72134 -0.1 0.1 0.2
F -6.99783 7.08376 -15.58430 0.0 -0.2 0.0
F -6.01871 6.41583 -13.61567 0.7 -1.0 0.7
F -8.22124 6.25214 -13.77853 -0.1 0.1 -0.3
N -4.33183 4.35010 -14.32703 0.0 0.3 -1.0
C -4.35595 5.02481 -15.50564 0.1 0.2 0.3
C -3.40504 4.86925 -16.51364 0.2 -0.5 0.1
C -2.37039 3.95572 -16.33172 -1.0 0.1 0.4
C -2.38818 3.20327 -15.16539 0.9 0.3 -1.0
C -3.31750 3.49319 -14.19135 -0.1 -0.3 1.0
H -5.08165 5.82227 -15.58218 -0.4 -0.3 -0.2
H -3.46560 5.36695 -17.47191 -0.3 0.5 0.2
H -1.57732 3.85599 -17.05891 -0.1 -0.2 -0.1
H -1.61586 2.44751 -15.11925 -0.1 0.0 0.8
H -3.19449 3.10827 -13.18427 -0.2 -0.5 -0.1
N -11.09391 7.96382 -14.62741 0.0 -0.3 0.1
C -12.42613 7.85953 -14.62910 0.2 0.1 -0.6
C -13.12537 7.57770 -15.79297 0.4 -0.8 -0.6
C -12.40770 7.25689 -16.96834 -1.0 0.4 1.0
C -11.03741 7.35669 -16.96641 0.2 -0.6 0.6
C -10.43189 7.69954 -15.74922 0.0 0.5 -0.2
H -12.90331 7.98453 -13.66549 -0.2 0.2 -0.1
H -14.19670 7.43670 -15.82627 -0.1 0.2 0.3
H -12.99771 6.91261 -17.80663 0.3 0.1 -0.3
H -10.45894 7.01344 -17.81309 0.2 0.3 -0.1
H -9.35735 7.81296 -15.66203 0.1 -0.1 -0.2
N -4.61276 4.56546 -11.23432 -1.1 -0.6 0.0
C -4.07240 5.79070 -11.17664 0.4 0.0 0.1
C -2.95004 6.06902 -10.38684 0.1 -1.0 0.2
C -2.34682 5.01039 -9.71362 -0.3 -0.1 0.0
C -2.91455 3.73438 -9.76864 -0.5 0.2 0.1
C -4.10809 3.58168 -10.44540 0.5 0.6 -1.3
H -4.49561 6.57386 -11.78999 -0.2 -0.1 -0.1
H -2.47167 7.03195 -10.29540 -0.4 0.3 -0.4
H -1.46482 5.20571 -9.11968 0.1 -0.1 -0.1
H -2.51865 2.83807 -9.31288 0.3 0.3 0.3
H -4.57775 2.60946 -10.49784 -0.2 0.0 0.0
N -5.70182 5.79026 -19.58161 0.3 -0.5 0.2
C -5.57921 5.91380 -20.91056 -0.7 0.7 0.2
C -6.11691 6.98253 -21.63039 0.2 -0.4 0.2
C -6.83841 7.94064 -20.94270 0.5 -0.2 -0.4
C -6.95069 7.78828 -19.58046 -0.9 0.4 1.3
C -6.38765 6.71720 -18.89157 0.5 0.2 -1.9
H -5.07208 5.15773 -21.49558 0.2 -0.3 0.5
H -5.94857 7.03230 -22.69730 -0.1 0.1 0.0
H -7.25080 8.79252 -21.46528 -0.1 0.0 0.1
H -7.54112 8.49787 -19.01194 0.1 0.2 0.0
H -6.43589 6.65789 -17.81251 -0.1 -0.2 0.0
N -7.48509 5.50017 -10.82685 -0.8 -0.5 0.2
C -7.75034 4.80622 -9.70448 1.0 -0.9 0.5
C -8.16540 5.34265 -8.50171 -0.1 2.2 -0.6
C -8.38814 6.73728 -8.51000 0.0 -1.2 0.4
C -8.25588 7.46139 -9.67880 -0.3 0.0 0.9
C -7.82822 6.79839 -10.80543 0.7 -0.3 -1.1
H -7.47368 3.75766 -9.68295 -0.1 -0.1 -0.4
H -8.24458 4.85345 -7.54356 0.0 -0.6 -0.3
H -8.66397 7.18447 -7.56415 -0.1 0.3 -0.1
H -8.47370 8.51882 -9.63780 0.1 0.0 -0.5
H -7.69078 7.29251 -11.75667 0.0 0.3 0.2
N -9.80332 12.07704 -14.02446 0.2 -0.5 0.1
C -9.95175 12.91190 -13.00079 0.2 -0.2 0.8
C -9.66985 12.55000 -11.68416 -0.1 -0.6 0.0
C -9.18639 11.27444 -11.45001 -0.4 -0.1 0.3
C -9.02223 10.38133 -12.49482 0.0 0.4 0.0
C -9.35310 10.82681 -13.76450 -0.2 0.8 -0.1
H -10.30559 13.92600 -13.14036 -0.1 -0.1 -0.6
H -9.90277 13.17046 -10.83008 0.1 0.4 -0.2
H -9.03662 10.94142 -10.42986 0.2 0.1 0.0
H -8.66331 9.38284 -12.30392 -0.1 -0.1 -0.2
H -9.27823 10.16822 -14.61869 0.0 0.0 0.0
N -7.32705 3.40531 -15.10442 1.2 -0.4 -0.8
C -7.88398 4.16446 -16.07238 -1.2 -0.1 0.6
C -8.22099 3.69521 -17.35544 0.5 -0.1 1.1
C -7.83396 2.41677 -17.68900 0.6 0.5 -0.8
C -7.06559 1.68236 -16.79522 -0.6 -0.1 -0.2
C -6.88887 2.18404 -15.53345 -0.3 0.4 1.1
H -8.27845 5.11810 -15.74660 0.4 0.1 -0.1
H -8.78107 4.29341 -18.05811 0.1 0.2 0.1
H -8.03883 2.09759 -18.70256 0.0 -0.4 0.1
H -6.71494 0.68660 -17.02387 0.0 0.0 0.0
H -6.47613 1.51447 -14.78948 0.3 0.2 0.2
C -10.95478 3.07685 -11.53525 -0.2 0.1 -0.1
C -10.10389 3.69676 -12.60600 -0.1 -0.4 0.8
O -8.90228 3.49766 -12.53338 1.1 0.2 -0.3
C -10.75156 4.52304 -13.65591 0.3 0.4 -1.1
H -11.36155 3.88687 -10.92482 -0.2 0.0 0.0
H -10.35672 2.42858 -10.90044 0.0 0.0 -0.1
H -11.77711 2.52239 -11.98884 -0.1 0.1 0.1
H -11.65364 4.10381 -14.10203 -0.1 -0.3 0.4
H -10.04387 4.67311 -14.47200 0.0 0.1 0.1
H -11.02282 5.52644 -13.32038 0.1 0.0 0.3
C -6.24795 10.71279 -16.00906 -0.9 0.3 1.3
C -5.87012 10.85252 -17.44283 -0.5 0.0 0.4
O -6.60650 11.44676 -18.20358 0.6 -0.4 -0.1
C -4.55210 10.25663 -17.86206 0.2 0.6 -1.3
H -6.41196 9.71125 -15.60444 0.4 -0.3 -0.5
H -7.19520 11.20954 -15.79396 0.0 0.2 -0.3
H -5.51886 11.18236 -15.35046 0.2 0.0 -0.2
H -4.58794 10.27849 -18.95327 0.1 -0.5 0.0
H -4.31746 9.27013 -17.46808 -0.3 0.0 0.0
H -3.70587 10.91533 -17.64946 -0.2 0.1 0.5
C -4.26884 10.38458 -13.12925 0.1 0.5 0.0
C -3.40557 9.17383 -13.23396 0.3 -0.3 0.5
O -2.95906 8.57603 -12.27262 -0.3 0.2 -0.1
C -3.12371 8.69211 -14.61808 0.4 -0.2 -0.3
H -5.30789 10.04606 -13.11608 -0.1 0.1 0.1
H -4.14059 11.00479 -14.01288 0.0 0.0 0.0
H -4.02777 11.01381 -12.27402 -0.2 -0.3 0.3
H -3.81850 7.88871 -14.87365 -0.1 0.1 0.0
H -2.12141 8.26299 -14.63864 0.0 0.0 0.0
H -3.19433 9.50314 -15.33896 -0.1 -0.1 -0.1
```
Positions in Å, forces in eV/Å.

Its total charge is +1. The HOMO-LUMO gap comes out at 6.60 eV. The value obtained for the HOMO energy is -0.397 Eh. As for the energy relative to the best compared isomer or geometry (same formula, charge and spin): 0.207 eV. The value obtained for the LUMO energy is -4.21 eV.

Löwdin atomic charge list, values in e, 99 entries: atom 1 (Be): 0.962, atom 2 (B): -1.362, atom 3 (F): 0.147, atom 4 (F): 0.109, atom 5 (F): 0.091, atom 6 (F): 0.097, atom 7 (N): 0.045, atom 8 (C): -0.116, atom 9 (C): -0.031, atom 10 (C): -0.044, atom 11 (C): -0.054, atom 12 (C): -0.151, atom 13 (H): 0.082, atom 14 (H): 0.103, atom 15 (H): 0.116, atom 16 (H): 0.111, atom 17 (H): 0.096, atom 18 (N): 0.062, atom 19 (C): -0.149, atom 20 (C): -0.058, atom 21 (C): -0.073, atom 22 (C): -0.058, atom 23 (C): -0.148, atom 24 (H): 0.105, atom 25 (H): 0.099, atom 26 (H): 0.105, atom 27 (H): 0.097, atom 28 (H): 0.087, atom 29 (N): 0.023, atom 30 (C): -0.108, atom 31 (C): -0.021, atom 32 (C): -0.037, atom 33 (C): -0.052, atom 34 (C): -0.146, atom 35 (H): 0.095, atom 36 (H): 0.105, atom 37 (H): 0.114, atom 38 (H): 0.111, atom 39 (H): 0.106, atom 40 (N): 0.043, atom 41 (C): -0.150, atom 42 (C): -0.067, atom 43 (C): -0.069, atom 44 (C): -0.080, atom 45 (C): -0.142, atom 46 (H): 0.099, atom 47 (H): 0.103, atom 48 (H): 0.114, atom 49 (H): 0.103, atom 50 (H): 0.080, atom 51 (N): 0.057, atom 52 (C): -0.155, atom 53 (C): -0.038, atom 54 (C): -0.046, atom 55 (C): -0.033, atom 56 (C): -0.101, atom 57 (H): 0.104, atom 58 (H): 0.109, atom 59 (H): 0.113, atom 60 (H): 0.103, atom 61 (H): 0.084, atom 62 (N): 0.067, atom 63 (C): -0.155, atom 64 (C): -0.075, atom 65 (C): -0.090, atom 66 (C): -0.068, atom 67 (C): -0.143, atom 68 (H): 0.102, atom 69 (H): 0.100, atom 70 (H): 0.091, atom 71 (H): 0.073, atom 72 (H): 0.084, atom 73 (N): 0.066, atom 74 (C): -0.111, atom 75 (C): -0.026, atom 76 (C): -0.046, atom 77 (C): -0.051, atom 78 (C): -0.137, atom 79 (H): 0.085, atom 80 (H): 0.112, atom 81 (H): 0.118, atom 82 (H): 0.114, atom 83 (H): 0.107, atom 84 (C): -0.004, atom 85 (C): -0.462, atom 86 (O): -0.008, atom 87 (C): 0.000, atom 88 (H): 0.099, atom 89 (H): 0.084, atom 90 (H): 0.092, atom 91 (H): 0.100, atom 92 (H): 0.059, atom 93 (H): 0.092, atom 94 (C): -0.014, atom 95 (C): -0.494, atom 96 (O): 0.074, atom 97 (C): -0.024, atom 98 (H): 0.071, atom 99 (H): 0.081

A structure of composition C37H23Cl2FeN6O3. Source: the OMol25 dataset; level of theory: ωB97M-V/def2-TZVPD.

The geometry in XYZ format:
```
72
Properties=species:S:1:pos:R:3:forces:R:3
Fe -0.36092 -0.80937 0.02946 0.1 -0.1 -0.2
O -4.03474 4.28974 2.74784 -0.1 -0.2 0.2
C -2.84353 4.12085 3.06664 0.2 0.5 -0.5
O -2.12321 4.70923 3.89127 -0.1 -0.2 0.2
C -2.09618 3.07491 2.19622 -0.1 -0.2 0.2
C -2.76300 2.34893 1.22459 0.0 0.0 0.1
C -2.08611 1.37027 0.51908 0.0 0.1 -0.1
N -0.77220 1.10394 0.70545 -0.1 0.1 -0.2
C -0.09349 1.91493 1.53391 -0.1 -0.1 0.1
C -0.73700 2.85846 2.32719 0.0 0.1 -0.1
C 1.39284 1.86063 1.54498 0.0 -0.1 0.1
C 2.10275 2.05594 2.72693 0.0 -0.1 0.0
C 3.48441 2.03515 2.68284 0.0 0.0 0.0
C 4.11234 1.84252 1.46315 0.0 0.0 0.0
C 3.31751 1.68816 0.33817 0.1 0.0 0.0
N 1.99155 1.70118 0.36840 -0.1 0.0 -0.1
C -2.75521 0.56712 -0.53022 0.0 -0.1 0.0
C -4.08222 0.74088 -0.90802 0.0 0.1 0.0
C -4.58742 -0.02662 -1.94173 0.0 0.0 0.0
C -3.76116 -0.94404 -2.57305 0.0 0.0 0.0
C -2.46437 -1.08776 -2.11487 0.0 0.0 0.0
N -1.98020 -0.35833 -1.10966 -0.1 0.0 -0.1
H -3.81048 2.56978 1.07661 0.0 0.0 0.0
H -0.19843 3.49168 3.01932 0.0 0.0 0.0
H 1.58218 2.18416 3.66582 0.0 0.0 0.0
H 4.06123 2.15762 3.59087 0.0 0.0 0.0
H 5.19019 1.80649 1.38057 0.0 0.0 0.0
H 3.76817 1.53238 -0.63741 0.0 0.0 0.0
H -4.70382 1.46425 -0.40242 0.0 0.0 0.0
H -5.61826 0.09058 -2.25033 0.0 0.0 0.0
H -4.11393 -1.56072 -3.38770 0.0 0.0 0.0
H -1.78682 -1.82499 -2.52664 0.0 0.0 0.0
C 0.76372 0.43240 -5.32439 0.0 0.0 0.0
C 1.53743 -0.67443 -4.99477 0.0 0.0 0.0
C 1.68338 -1.06034 -3.67271 -0.1 -0.1 0.1
C 1.04064 -0.33604 -2.67461 0.0 0.1 0.0
C 0.26162 0.76717 -2.99757 0.0 0.0 0.0
C 0.13040 1.15431 -4.32224 0.0 0.0 0.0
N 1.13920 -0.68585 -1.29769 0.0 -0.1 0.2
N 2.20981 -1.25214 -0.98345 0.0 0.1 -0.1
C 2.26533 -1.57607 0.38099 0.0 0.1 0.0
C 3.48204 -2.02947 0.88662 0.0 0.0 0.0
C 3.60791 -2.20631 2.25155 0.0 0.0 0.0
C 2.51759 -1.91347 3.07228 0.0 0.0 0.0
C 1.30925 -1.48446 2.53716 -0.1 -0.2 0.0
C 1.12293 -1.31812 1.15967 0.3 0.2 0.1
H 0.65327 0.72745 -6.36030 0.0 0.0 0.0
H 2.02409 -1.24520 -5.77589 0.0 0.0 0.0
H 2.26972 -1.92520 -3.39658 0.0 0.0 0.0
H -0.21326 1.31489 -2.19445 0.0 0.0 0.0
H -0.46859 2.02137 -4.57074 0.0 0.0 0.0
H 4.30747 -2.21101 0.20761 0.0 0.0 0.0
H 4.54024 -2.55047 2.68162 0.0 0.0 0.0
H 2.61651 -2.02761 4.14692 0.0 0.0 0.0
H 0.49033 -1.28543 3.22473 0.0 0.0 0.0
Cl -1.05619 -5.32371 -1.96500 0.0 0.0 0.0
C -1.77344 -4.63051 -0.54265 0.0 0.0 0.0
C -2.72904 -5.36263 0.16679 0.0 0.0 0.0
C -3.31643 -4.85366 1.29354 0.0 0.0 0.0
Cl -4.48645 -5.81516 2.16292 0.0 0.0 0.0
C -2.98143 -3.56275 1.75919 0.0 0.0 0.0
C -3.50477 -2.94849 2.91955 0.0 0.0 0.0
C -3.07655 -1.70064 3.26744 0.0 0.0 0.0
C -2.15089 -1.02923 2.44807 -0.1 0.0 -0.1
N -1.66819 -1.55817 1.34619 -0.1 0.0 0.3
C -2.04013 -2.82635 1.01160 0.0 0.0 0.1
C -1.36653 -3.35498 -0.14496 0.0 0.0 -0.1
O -0.48064 -2.64325 -0.73063 0.0 -0.1 0.0
H -2.99686 -6.35077 -0.18215 0.0 0.0 0.0
H -4.22752 -3.48018 3.52324 0.0 0.0 0.0
H -3.44563 -1.20659 4.15546 0.0 0.0 0.0
H -1.81919 -0.03064 2.70310 0.0 0.0 0.0
```
Positions in Å, forces in eV/Å.

Its total charge is -1. The HOMO-LUMO gap comes out at 7.01 eV. The value obtained for the HOMO energy is -0.184 Eh. As for the energy relative to the best compared isomer or geometry (same formula, charge and spin): 0.133 eV. The value obtained for the LUMO energy is 2.00 eV.

So, what does the Löwdin scheme give us? The charges, in e, come out as: atom 1 (Fe): 0.411, atom 2 (O): -0.046, atom 3 (C): -0.692, atom 4 (O): -0.042, atom 5 (C): -0.084, atom 6 (C): 0.049, atom 7 (C): -0.196, atom 8 (N): 0.110, atom 9 (C): -0.172, atom 10 (C): 0.054, atom 11 (C): -0.228, atom 12 (C): -0.016, atom 13 (C): -0.064, atom 14 (C): -0.067, atom 15 (C): -0.140, atom 16 (N): 0.136, atom 17 (C): -0.181, atom 18 (C): 0.008, atom 19 (C): -0.056, atom 20 (C): -0.041, atom 21 (C): -0.084, atom 22 (N): 0.059, atom 23 (H): 0.112, atom 24 (H): 0.120, atom 25 (H): 0.116, atom 26 (H): 0.104, atom 27 (H): 0.098, atom 28 (H): 0.107, atom 29 (H): 0.110, atom 30 (H): 0.107, atom 31 (H): 0.105, atom 32 (H): 0.121, atom 33 (C): -0.104, atom 34 (C): -0.092, atom 35 (C): -0.021, atom 36 (C): -0.228, atom 37 (C): -0.031, atom 38 (C): -0.084, atom 39 (N): -0.014, atom 40 (N): 0.122, atom 41 (C): -0.286, atom 42 (C): -0.047, atom 43 (C): -0.115, atom 44 (C): -0.104, atom 45 (C): -0.100, atom 46 (C): -0.118, atom 47 (H): 0.094, atom 48 (H): 0.097, atom 49 (H): 0.107, atom 50 (H): 0.104, atom 51 (H): 0.100, atom 52 (H): 0.102, atom 53 (H): 0.088, atom 54 (H): 0.092, atom 55 (H): 0.084, atom 56 (Cl): 0.665, atom 57 (C): -0.588, atom 58 (C): -0.139, atom 59 (C): -0.620, atom 60 (Cl): 0.646, atom 61 (C): -0.172, atom 62 (C): -0.023, atom 63 (C): -0.029, atom 64 (C): -0.092, atom 65 (N): 0.069, atom 66 (C): -0.099, atom 67 (C): -0.384, atom 68 (O): -0.114, atom 69 (H): 0.100, atom 70 (H): 0.089, atom 71 (H): 0.109, atom 72 (H): 0.115